1.
{
  "formula": "C24H21N5O5V",
  "method": "wB97M-V/def2-TZVPD",
  "species": ["V", "O", "C", "C", "N", "C", "C", "O", "O", "C", "C", "O", "O", "H", "H", "H", "H", "H", "H", "H", "H", "H", "C", "C", "N", "C", "C", "C", "C", "C", "C", "C", "C", "C", "N", "C", "H", "H", "H", "H", "H", "H", "H", "H", "N", "C", "C", "C", "C", "N", "C", "C", "H", "H", "H", "H"],
  "xyz": [[0.31, -0.14, 0.03], [-1.84, 0.38, 0.04], [-2.32, 0.39, 1.39], [-1.64, -0.73, 2.15], [-0.17, -0.59, 2.14], [0.44, -1.90, 2.40], [0.33, -2.80, 1.14], [0.48, -4.00, 1.29], [0.10, -2.17, 0.04], [0.28, 0.53, 2.97], [0.35, 1.85, 2.17], [0.27, 2.91, 2.78], [0.51, 1.70, 0.91], [-1.87, 1.31, -0.28], [-3.40, 0.23, 1.39], [-2.11, 1.35, 1.85], [-1.89, -1.68, 1.66], [-2.02, -0.77, 3.17], [-0.01, -2.41, 3.26], [1.50, -1.76, 2.61], [1.29, 0.32, 3.33], [-0.36, 0.68, 3.85], [4.76, -0.34, 0.31], [3.40, -0.32, 0.65], [2.44, -0.23, -0.25], [2.80, -0.14, -1.55], [4.13, -0.16, -1.99], [5.13, -0.26, -1.01], [4.41, -0.08, -3.40], [3.41, 0.00, -4.30], [2.04, 0.04, -3.88], [0.96, 0.11, -4.77], [-0.33, 0.12, -4.27], [-0.53, 0.07, -2.90], [0.47, 0.02, -2.02], [1.74, -0.02, -2.51], [5.50, -0.41, 1.10], [3.09, -0.37, 1.68], [6.17, -0.29, -1.30], [5.44, -0.11, -3.72], [3.62, 0.05, -5.36], [1.14, 0.16, -5.84], [-1.18, 0.16, -4.93], [-1.53, 0.07, -2.48], [1.61, 7.38, 0.04], [0.93, 6.46, -0.08], [0.06, 5.32, -0.25], [-0.89, 5.01, 0.70], [-1.69, 3.90, 0.49], [-1.58, 3.11, -0.57], [-0.64, 3.41, -1.48], [0.19, 4.50, -1.37], [-1.00, 5.60, 1.60], [-2.45, 3.63, 1.22], [-0.55, 2.73, -2.32], [0.93, 4.71, -2.13]],
  "de_lowest_ev": 0.0395,
  "spin_multiplicity": 4,
  "s_squared": 3.768,
  "energy_ha": -2521.31273,
  "largest_force_ev_per_a": 0.5,
  "orbital_gap_ev": [5.8, 8.0],
  "e_homo_ev": [-6.47, -8.82]
}

=====

2.
{
  "formula": "C19H61N17O10",
  "method": "wB97M-V/def2-TZVPD",
  "species": ["C", "O", "C", "C", "C", "N", "H", "H", "H", "H", "H", "H", "H", "H", "H", "H", "H", "C", "O", "C", "C", "C", "N", "H", "H", "H", "H", "H", "H", "H", "H", "H", "H", "H", "C", "O", "C", "C", "C", "N", "H", "H", "H", "H", "H", "H", "H", "H", "H", "H", "H", "N", "C", "N", "O", "H", "H", "H", "H", "N", "C", "N", "O", "H", "H", "H", "H", "N", "C", "N", "O", "H", "H", "H", "H", "N", "C", "N", "O", "H", "H", "H", "H", "N", "C", "N", "O", "H", "H", "H", "H", "N", "C", "N", "O", "H", "H", "H", "H", "N", "C", "N", "O", "H", "H", "H", "H"],
  "xyz": [[-0.79, 2.91, 6.93], [-1.12, 2.18, 5.76], [-0.74, 2.81, 4.56], [-1.05, 1.88, 3.42], [-0.01, 0.73, 3.29], [-0.92, 2.62, 2.15], [-1.28, 3.89, 6.92], [0.30, 3.00, 6.91], [-1.14, 2.46, 7.85], [-1.36, 3.71, 4.50], [0.31, 3.10, 4.49], [-1.98, 1.34, 3.61], [0.94, 1.10, 2.90], [-0.43, -0.04, 2.63], [0.10, 0.14, 4.21], [-0.47, 1.97, 1.52], [-0.38, 3.47, 2.14], [-6.36, -0.73, 3.20], [-5.73, -0.30, 2.00], [-5.14, 0.98, 2.17], [-4.28, 1.37, 0.97], [-3.29, 0.30, 0.58], [-3.64, 2.64, 1.21], [-7.00, -0.02, 3.72], [-5.69, -1.16, 3.96], [-6.99, -1.52, 2.78], [-5.94, 1.71, 2.32], [-4.51, 1.01, 3.06], [-5.03, 1.38, 0.16], [-2.49, 0.65, -0.07], [-3.80, -0.48, 0.02], [-2.80, -0.12, 1.47], [-2.68, 2.58, 1.58], [-4.17, 3.26, 1.81], [0.14, -1.03, -4.76], [0.96, -2.09, -4.31], [1.26, -2.07, -2.94], [2.30, -3.11, -2.56], [1.67, -4.50, -2.60], [2.71, -2.82, -1.17], [-0.20, -1.21, -5.78], [0.55, -0.03, -4.67], [-0.80, -1.07, -4.20], [1.63, -1.06, -2.73], [0.34, -2.25, -2.37], [3.14, -3.06, -3.25], [2.33, -5.19, -2.06], [1.65, -4.81, -3.64], [0.70, -4.61, -2.13], [2.86, -1.82, -1.11], [1.92, -3.08, -0.59], [1.66, 1.47, -1.62], [1.18, 0.85, -0.53], [2.03, -0.01, 0.05], [-0.01, 0.98, -0.20], [2.63, 1.52, -1.89], [0.94, 1.79, -2.25], [3.00, -0.02, -0.25], [1.61, -0.69, 0.68], [0.66, 3.74, -4.65], [1.12, 2.52, -4.46], [2.43, 2.38, -4.87], [0.53, 1.60, -3.88], [-0.30, 4.03, -4.49], [1.21, 4.39, -5.19], [2.89, 3.07, -5.44], [2.96, 1.54, -4.75], [5.79, -1.85, -0.98], [5.76, -0.48, -1.14], [6.87, 0.02, -1.70], [4.88, 0.24, -0.67], [6.57, -2.29, -1.40], [5.04, -2.36, -0.54], [7.59, -0.68, -1.78], [6.99, 1.01, -1.78], [3.42, -5.18, 3.90], [2.73, -4.05, 3.54], [3.42, -3.22, 2.77], [1.57, -3.93, 3.94], [4.34, -5.32, 3.51], [3.01, -5.82, 4.55], [4.38, -3.40, 2.55], [3.03, -2.33, 2.50], [-0.69, -3.67, 1.69], [-0.17, -2.55, 1.21], [-0.90, -1.81, 0.35], [1.00, -2.20, 1.41], [-1.63, -4.01, 1.62], [-0.07, -4.22, 2.28], [-1.82, -2.19, 0.16], [-0.60, -0.89, 0.06], [-3.04, 3.57, -1.52], [-1.82, 3.83, -2.01], [-0.81, 3.57, -1.19], [-1.69, 4.33, -3.15], [-3.70, 3.49, -2.28], [-3.10, 3.32, -0.53], [0.12, 3.72, -1.56], [-0.93, 2.86, -0.49], [-2.22, 0.25, -3.88], [-2.08, -0.53, -2.76], [-0.84, -0.55, -2.29], [-3.04, -1.06, -2.22], [-3.17, 0.33, -4.20], [-1.50, 0.92, -4.10], [-0.23, 0.25, -2.37], [-0.60, -1.26, -1.62]],
  "de_lowest_ev": 3.1146,
  "energy_ha": -2443.96490,
  "smiles": "COC[C@H](C)N.COC[C@H](C)N.COC[C@H](C)N.NC(N)=O.NC(N)=O.NC(N)=O.NC(N)=O.NC(N)=O.NC(N)=O.NC(N)=O",
  "largest_force_ev_per_a": 2.6,
  "orbital_gap_ev": 8.3,
  "e_homo_ev": -8.20
}

=====

3.
{
  "formula": "C3H7NOS",
  "method": "wB97M-V/def2-TZVPD",
  "species": ["C", "C", "C", "N", "O", "S", "H", "H", "H", "H", "H", "H", "H"],
  "xyz": [[0.01, 1.31, 0.78], [-1.06, 0.26, 0.47], [1.12, 0.32, 1.00], [-0.04, -1.24, -1.78], [0.27, -2.21, 0.49], [0.30, -0.87, -0.04], [0.15, 2.04, -0.03], [-0.16, 1.86, 1.71], [-1.49, -0.15, 1.37], [-1.82, 0.53, -0.26], [2.14, 0.59, 0.77], [0.51, -2.01, -2.10], [0.07, -0.43, -2.37]],
  "de_lowest_ev": 4.6333,
  "energy_ha": -646.54171,
  "largest_force_ev_per_a": 2.6,
  "orbital_gap_ev": 8.6,
  "e_homo_ev": -8.22
}

=====

4.
{
  "formula": "C6H6OS",
  "method": "wB97M-V/def2-TZVPD",
  "species": ["C", "C", "C", "S", "C", "C", "C", "O", "H", "H", "H", "H", "H", "H"],
  "xyz": [[-0.28, 1.56, -0.44], [0.92, 1.29, 0.20], [1.35, -0.10, 0.04], [2.86, -0.52, 0.42], [0.54, -0.89, -0.71], [-0.76, -1.29, -0.42], [-1.22, -0.81, 0.88], [-0.28, -0.25, 1.53], [-0.92, 0.81, -0.72], [-0.97, 2.56, -0.18], [1.38, 2.08, 0.87], [0.98, -1.25, -1.70], [-1.16, -2.30, -0.93], [-2.43, -0.90, 1.17]],
  "de_lowest_ev": 4.6228,
  "energy_ha": -705.45637,
  "smiles": "C=CC(=S)/C=C\\C=O",
  "largest_force_ev_per_a": 7.7,
  "orbital_gap_ev": 7.5,
  "e_homo_ev": -8.62
}

=====

5.
{
  "formula": "C30H45BrN2P2STc",
  "method": "wB97M-V/def2-TZVPD",
  "species": ["N", "C", "C", "C", "C", "C", "C", "Tc", "P", "C", "C", "C", "C", "C", "C", "C", "Br", "H", "H", "H", "H", "H", "H", "H", "H", "H", "H", "P", "C", "C", "H", "H", "H", "H", "H", "C", "C", "H", "H", "H", "H", "H", "C", "C", "H", "H", "H", "H", "H", "C", "C", "H", "H", "H", "H", "H", "C", "C", "H", "H", "H", "H", "H", "C", "C", "H", "H", "H", "H", "H", "S", "C", "N", "C", "C", "C", "C", "H", "H", "H", "H", "H"],
  "xyz": [[4.82, -0.78, 5.64], [3.92, 0.07, 6.13], [2.55, -0.18, 6.03], [2.12, -1.29, 5.25], [3.10, -2.24, 4.87], [4.45, -1.91, 5.04], [0.78, -1.36, 4.73], [-1.32, -0.26, -0.57], [-2.32, 1.24, -3.17], [0.40, -2.34, 3.83], [-0.71, -2.18, 2.90], [-1.24, -3.31, 2.19], [-1.68, -3.13, 0.88], [-1.62, -1.81, 0.45], [-1.84, -0.64, 1.39], [-1.04, -0.87, 2.56], [-3.78, -0.35, -1.28], [0.07, -0.59, 5.08], [0.88, -3.32, 3.82], [1.82, 0.48, 6.51], [2.84, -3.21, 4.46], [4.28, 0.98, 6.62], [5.23, -2.58, 4.67], [-1.22, -4.30, 2.64], [-0.76, -0.03, 3.19], [-2.01, -3.94, 0.23], [-2.84, -0.23, 1.64], [0.89, -0.85, -0.98], [-3.77, 2.39, -2.91], [-5.00, 2.21, -3.79], [-3.41, 3.43, -2.96], [-4.08, 2.22, -1.86], [-5.82, 2.81, -3.38], [-4.84, 2.57, -4.81], [-5.34, 1.16, -3.80], [-2.56, -0.06, -4.48], [-3.35, 0.29, -5.74], [-3.04, -0.90, -3.96], [-1.56, -0.41, -4.78], [-3.49, -0.64, -6.30], [-4.34, 0.69, -5.49], [-2.83, 0.98, -6.42], [-1.02, 2.32, -3.89], [-1.51, 3.24, -5.00], [-0.20, 1.66, -4.22], [-0.61, 2.90, -3.04], [-0.64, 3.72, -5.46], [-2.04, 2.71, -5.80], [-2.14, 4.04, -4.61], [2.29, 0.28, -1.41], [2.21, 0.95, -2.78], [3.20, -0.33, -1.35], [2.38, 1.03, -0.61], [3.21, 1.32, -3.05], [1.90, 0.26, -3.57], [1.53, 1.80, -2.78], [1.02, -1.98, -2.45], [0.87, -3.47, -2.19], [2.00, -1.78, -2.91], [0.26, -1.62, -3.17], [0.98, -4.00, -3.14], [1.64, -3.84, -1.51], [-0.11, -3.74, -1.77], [1.63, -1.85, 0.38], [2.42, -1.08, 1.42], [2.25, -2.63, -0.08], [0.80, -2.38, 0.87], [2.80, -1.76, 2.18], [3.28, -0.55, 1.00], [1.80, -0.34, 1.94], [-1.05, 1.97, 0.21], [-0.12, 2.19, 1.66], [1.24, 2.35, 1.57], [2.03, 2.30, 2.68], [1.44, 2.29, 3.93], [0.05, 2.29, 4.04], [-0.74, 2.32, 2.90], [1.67, 2.44, 0.64], [3.10, 2.29, 2.52], [2.06, 2.29, 4.83], [-0.41, 2.27, 5.03], [-1.82, 2.34, 2.92]],
  "de_lowest_ev": 3.8017,
  "spin_multiplicity": 4,
  "s_squared": 4.242,
  "energy_ha": -5013.64428,
  "total_charge": 4,
  "largest_force_ev_per_a": 4.6,
  "orbital_gap_ev": [5.2, 4.4],
  "e_homo_ev": [-18.88, -18.86]
}